[1]
Density functional theory data (the ωB97M-V functional and the def2-TZVPD basis) for 8 unconnected molecules or ions with the total composition C32H88N8O8.

Its net charge is 0. As for the highest occupied orbital energy: -8.686 eV. For the energy above the lowest of the compared OMol25 structures with the same formula, charge and spin, the calculation gives 14.34 kcal per mole.

CARTESIAN COORDINATES (ANGSTROEM)
C: 0.464 -3.445 -7.017
C: -0.951 -3.802 -6.618
C: -1.553 -2.759 -5.692
O: -1.040 -2.824 -4.370
C: -1.548 -3.909 -3.614
N: -1.780 -3.875 -7.846
H: 1.081 -3.223 -6.139
H: 0.485 -2.572 -7.669
H: 1.016 -4.257 -7.498
H: -0.922 -4.792 -6.147
H: -2.644 -2.869 -5.628
H: -1.331 -1.766 -6.083
H: -2.640 -3.877 -3.556
H: -1.118 -3.799 -2.619
H: -1.209 -4.861 -4.031
H: -1.586 -4.760 -8.301
H: -2.764 -3.906 -7.593
C: 2.221 4.946 -1.627
C: 1.421 6.244 -1.821
C: 2.266 7.440 -1.436
O: 2.569 7.373 -0.059
C: 3.264 8.518 0.371
N: 0.951 6.283 -3.210
H: 2.309 4.686 -0.575
H: 3.203 5.125 -2.074
H: 1.749 4.118 -2.152
H: 0.538 6.231 -1.177
H: 1.686 8.359 -1.612
H: 3.199 7.494 -2.013
H: 3.489 8.395 1.427
H: 2.640 9.414 0.251
H: 4.179 8.672 -0.211
H: 1.764 6.302 -3.825
H: 0.489 7.171 -3.403
C: 4.813 1.524 3.064
C: 3.311 1.355 2.885
C: 2.637 0.788 4.131
O: 2.951 -0.550 4.449
C: 2.646 -1.474 3.423
N: 2.745 2.648 2.496
H: 5.280 1.908 2.163
H: 5.252 0.555 3.332
H: 5.048 2.136 3.940
H: 3.138 0.672 2.052
H: 1.549 0.920 4.033
H: 2.902 1.379 5.013
H: 1.703 -1.179 2.946
H: 2.517 -2.463 3.863
H: 3.456 -1.554 2.690
H: 1.719 2.579 2.525
H: 2.844 3.343 3.241
C: -1.274 3.612 4.664
C: -2.765 3.931 4.927
C: -3.647 2.902 4.271
O: -3.269 2.817 2.905
C: -4.011 1.852 2.208
N: -3.079 4.075 6.340
H: -1.025 2.625 5.073
H: -0.668 4.334 5.208
H: -1.134 3.553 3.592
H: -2.925 4.905 4.457
H: -4.712 3.168 4.292
H: -3.549 1.913 4.750
H: -5.092 2.015 2.327
H: -3.814 0.861 2.635
H: -3.776 1.870 1.148
H: -2.988 3.175 6.811
H: -2.393 4.634 6.837
C: 0.324 2.331 -0.145
C: -0.305 1.158 0.602
C: 0.489 -0.114 0.365
O: 0.591 -0.373 -1.020
C: 1.069 -1.680 -1.239
N: -0.317 1.425 2.051
H: 0.593 2.058 -1.165
H: 1.317 2.510 0.287
H: -0.245 3.248 -0.006
H: -1.350 1.041 0.280
H: -0.019 -0.934 0.896
H: 1.498 -0.033 0.787
H: 0.427 -2.403 -0.713
H: 2.090 -1.796 -0.855
H: 1.061 -1.958 -2.292
H: -0.581 0.577 2.559
H: -1.040 2.117 2.215
C: -2.555 -3.306 3.803
C: -1.976 -2.219 2.902
C: -2.834 -1.949 1.672
O: -2.872 -3.146 0.936
C: -3.830 -3.112 -0.107
N: -1.646 -0.983 3.628
H: -3.418 -2.914 4.355
H: -1.841 -3.632 4.561
H: -2.872 -4.162 3.208
H: -1.030 -2.608 2.507
H: -2.368 -1.164 1.064
H: -3.826 -1.604 1.998
H: -3.758 -4.069 -0.627
H: -3.565 -2.346 -0.841
H: -4.840 -2.978 0.286
H: -1.092 -1.265 4.438
H: -2.480 -0.626 4.099
C: -3.812 -0.159 -3.979
C: -2.627 0.454 -3.261
C: -2.909 1.847 -2.722
O: -3.314 2.685 -3.785
C: -3.513 4.012 -3.376
N: -2.214 -0.400 -2.135
H: -4.734 -0.092 -3.395
H: -3.631 -1.228 -4.117
H: -3.950 0.345 -4.933
H: -1.789 0.564 -3.962
H: -1.953 2.231 -2.340
H: -3.679 1.830 -1.943
H: -2.637 4.408 -2.839
H: -4.395 4.131 -2.735
H: -3.613 4.624 -4.273
H: -1.350 -0.040 -1.731
H: -1.876 -1.241 -2.609
C: 5.222 -5.662 1.840
C: 4.380 -6.876 1.511
C: 3.757 -6.771 0.135
O: 2.973 -5.600 0.015
C: 2.277 -5.563 -1.197
N: 5.241 -8.090 1.560
H: 5.996 -5.587 1.071
H: 5.726 -5.689 2.806
H: 4.611 -4.760 1.838
H: 3.600 -7.094 2.241
H: 3.144 -7.666 -0.041
H: 4.524 -6.711 -0.652
H: 1.810 -6.534 -1.420
H: 2.956 -5.433 -2.056
H: 1.537 -4.770 -1.222
H: 6.189 -7.840 1.284
H: 4.974 -8.725 0.807

---

[2]
Density functional theory data (the ωB97M-V functional and the def2-TZVPD basis) for 11 unconnected molecules or ions with the total composition C32H89F3N13O13S.

Its net charge is -1. As for the highest occupied orbital energy: -6.218 eV. For the energy above the lowest of the compared OMol25 structures with the same formula, charge and spin, the calculation gives 112.26 kcal per mole.

CARTESIAN COORDINATES (ANGSTROEM)
C: -8.051 -10.887 22.301
F: -7.002 -10.602 23.205
F: -7.567 -11.464 21.186
F: -8.939 -11.678 22.901
S: -8.870 -9.241 21.810
O: -9.829 -8.919 22.836
O: -7.688 -8.386 21.926
O: -9.279 -9.424 20.447
C: -10.527 -7.970 25.948
O: -10.690 -7.569 27.052
N: -9.459 -7.834 25.263
N: -11.290 -8.765 25.299
H: -8.865 -7.062 25.529
H: -9.381 -8.225 24.335
H: -12.192 -8.993 25.691
H: -10.994 -8.987 24.360
C: -5.610 -5.986 20.176
O: -4.918 -6.156 21.177
N: -5.291 -5.270 19.098
N: -6.839 -6.443 20.131
H: -4.331 -4.960 19.061
H: -6.030 -5.313 18.411
H: -7.325 -6.476 19.246
H: -7.027 -7.125 20.853
C: -12.373 -8.526 19.740
O: -13.203 -7.758 19.244
N: -12.237 -8.735 21.050
N: -11.468 -9.095 19.051
H: -11.703 -9.490 21.457
H: -13.099 -8.486 21.513
H: -10.632 -9.322 19.571
H: -11.529 -9.167 18.045
C: -9.653 -15.301 23.506
C: -9.438 -15.349 24.976
C: -8.668 -14.072 25.561
O: -7.393 -14.146 24.858
C: -6.436 -13.179 25.020
N: -10.804 -15.366 25.515
H: -8.737 -15.263 22.918
H: -9.939 -14.251 23.438
H: -10.397 -15.935 23.024
H: -8.871 -16.264 25.146
H: -8.377 -14.257 26.595
H: -9.233 -13.150 25.428
H: -5.858 -13.462 25.899
H: -6.874 -12.180 25.012
H: -5.820 -13.127 24.122
H: -11.361 -16.096 25.094
H: -10.773 -15.502 26.515
C: -9.708 -5.801 21.082
C: -10.832 -5.211 21.898
C: -12.093 -4.646 21.227
O: -11.804 -3.492 20.460
C: -12.838 -2.964 19.686
N: -11.179 -6.310 22.803
H: -8.977 -6.202 21.783
H: -9.264 -4.957 20.553
H: -9.999 -6.694 20.527
H: -10.441 -4.430 22.550
H: -12.766 -4.306 22.014
H: -12.494 -5.438 20.595
H: -13.776 -2.820 20.222
H: -13.160 -3.731 18.982
H: -12.718 -1.960 19.277
H: -10.395 -6.657 23.337
H: -11.526 -7.150 22.364
C: -7.969 -10.492 16.817
C: -7.412 -9.370 17.707
C: -6.217 -8.737 16.919
O: -5.303 -9.751 16.568
C: -3.943 -9.649 17.000
N: -8.555 -8.511 18.043
H: -7.232 -11.065 16.254
H: -8.535 -10.012 16.019
H: -8.606 -11.175 17.379
H: -7.105 -9.772 18.673
H: -5.736 -7.978 17.536
H: -6.720 -8.189 16.122
H: -3.465 -8.697 16.771
H: -3.404 -10.303 16.315
H: -3.925 -9.853 18.071
H: -9.449 -8.768 17.649
H: -8.689 -8.620 19.038
C: -15.342 -11.012 20.490
C: -14.692 -12.327 20.378
C: -13.245 -12.519 20.983
O: -13.151 -12.095 22.362
C: -11.828 -12.022 22.821
N: -15.535 -13.258 21.121
H: -15.262 -10.509 21.454
H: -16.418 -11.153 20.387
H: -14.860 -10.342 19.778
H: -14.770 -12.476 19.301
H: -12.527 -11.877 20.473
H: -12.864 -13.541 20.961
H: -11.252 -11.258 22.299
H: -11.302 -12.965 22.669
H: -11.777 -11.944 23.907
H: -14.987 -14.102 21.208
H: -15.644 -12.929 22.069
C: -11.404 -12.080 27.602
C: -9.980 -11.886 28.187
C: -9.435 -10.574 27.707
O: -8.008 -10.637 27.704
C: -7.523 -9.706 26.810
N: -10.148 -11.742 29.629
H: -11.972 -11.169 27.789
H: -11.904 -12.986 27.943
H: -11.369 -12.290 26.533
H: -9.386 -12.772 27.964
H: -9.941 -9.735 28.186
H: -9.685 -10.516 26.647
H: -7.734 -9.941 25.767
H: -6.434 -9.727 26.860
H: -7.964 -8.747 27.083
H: -9.467 -11.172 30.111
H: -10.234 -12.640 30.082
C: -4.427 -7.287 25.469
C: -5.577 -7.507 24.478
C: -6.345 -6.229 24.111
O: -7.309 -6.016 25.114
C: -7.933 -4.649 25.063
N: -4.999 -8.067 23.209
H: -3.791 -6.461 25.154
H: -3.841 -8.200 25.573
H: -4.690 -7.134 26.516
H: -6.244 -8.286 24.847
H: -6.756 -6.251 23.101
H: -5.693 -5.357 24.054
H: -8.354 -4.521 24.066
H: -7.249 -3.841 25.322
H: -8.766 -4.576 25.762
H: -4.857 -7.268 22.607
H: -5.829 -8.296 22.680
C: -4.714 -14.596 16.184
C: -4.441 -13.234 16.870
C: -5.274 -13.119 18.124
O: -5.209 -14.085 19.140
C: -6.052 -13.914 20.282
N: -3.085 -13.068 17.176
H: -5.763 -14.649 15.893
H: -4.598 -15.476 16.818
H: -3.975 -14.734 15.395
H: -4.630 -12.456 16.131
H: -6.299 -13.108 17.754
H: -5.079 -12.145 18.572
H: -6.057 -12.904 20.693
H: -5.751 -14.647 21.031
H: -7.097 -14.124 20.053
H: -2.646 -13.897 17.550
H: -3.062 -12.502 18.013

---

[3]
Density functional theory data (the ωB97M-V functional and the def2-TZVPD basis) for 9 unconnected molecules or ions with the total composition C32H89N7O11.

Its net charge is 0. As for the highest occupied orbital energy: -8.477 eV. For the energy above the lowest of the compared OMol25 structures with the same formula, charge and spin, the calculation gives 213.05 kcal per mole.

CARTESIAN COORDINATES (ANGSTROEM)
C: -1.090 -3.435 -4.637
C: -0.634 -2.533 -3.586
C: -1.104 -1.030 -3.963
O: -2.564 -0.967 -4.081
C: -3.025 0.211 -4.865
N: -1.055 -3.089 -2.326
H: -0.578 -3.296 -5.589
H: -2.157 -3.380 -4.853
H: -0.942 -4.499 -4.457
H: 0.454 -2.474 -3.573
H: -0.779 -0.703 -4.951
H: -0.713 -0.424 -3.146
H: -4.107 0.298 -4.763
H: -2.870 -0.031 -5.916
H: -2.662 1.196 -4.571
H: -0.744 -4.046 -2.240
H: -2.039 -3.160 -2.107
C: -1.107 -0.717 0.593
C: 0.292 -0.542 0.059
C: 1.318 -0.384 1.205
O: 1.245 0.947 1.745
C: 1.894 1.871 0.830
N: 0.684 -1.717 -0.666
H: -1.794 -0.814 -0.247
H: -1.449 0.041 1.298
H: -1.285 -1.705 1.018
H: 0.394 0.216 -0.718
H: 2.304 -0.829 1.069
H: 0.944 -1.093 1.943
H: 1.848 1.531 -0.204
H: 2.973 1.929 0.976
H: 1.457 2.870 0.827
H: -0.124 -2.158 -1.082
H: 1.218 -1.323 -1.427
C: -7.164 -2.179 -2.090
C: -5.756 -1.546 -1.922
C: -5.356 -1.779 -0.431
O: -5.145 -3.236 -0.172
C: -3.928 -3.438 0.559
N: -4.785 -2.190 -2.779
H: -7.272 -3.239 -1.857
H: -7.561 -2.103 -3.102
H: -7.915 -1.628 -1.525
H: -5.755 -0.477 -2.136
H: -6.074 -1.277 0.219
H: -4.420 -1.225 -0.493
H: -3.818 -4.464 0.910
H: -4.025 -2.942 1.525
H: -3.130 -3.180 -0.138
H: -3.995 -1.615 -3.034
H: -4.443 -3.083 -2.454
C: 1.048 -1.782 4.612
C: 0.087 -0.680 5.033
C: -1.234 -1.175 5.531
O: -2.010 -1.721 4.496
C: -3.098 -0.887 4.039
N: 0.742 0.035 6.166
H: 0.673 -2.326 3.744
H: 1.256 -2.397 5.488
H: 2.015 -1.407 4.278
H: -0.016 0.088 4.267
H: -1.714 -0.333 6.030
H: -0.974 -1.957 6.245
H: -3.764 -0.545 4.832
H: -3.829 -1.405 3.419
H: -2.791 0.044 3.563
H: 1.081 -0.655 6.820
H: 1.660 0.426 6.006
C: 0.515 -7.976 3.627
C: 0.583 -6.426 3.887
C: -0.817 -5.608 3.891
O: -1.544 -5.977 2.735
C: -1.106 -5.448 1.424
N: 1.372 -6.252 5.024
H: 1.525 -8.336 3.430
H: -0.145 -8.212 2.792
H: 0.218 -8.474 4.550
H: 1.138 -6.134 2.995
H: -0.847 -4.543 4.120
H: -1.381 -5.935 4.765
H: -1.468 -4.420 1.403
H: -1.498 -5.947 0.538
H: -0.025 -5.585 1.381
H: 2.219 -6.801 5.040
H: 0.876 -6.597 5.833
C: -0.953 6.695 -0.696
C: -1.225 5.355 -1.324
C: -0.462 4.756 -2.503
O: -0.457 5.858 -3.409
C: 0.658 6.070 -4.280
N: -1.421 4.210 -0.374
H: -1.359 7.468 -1.349
H: 0.090 6.914 -0.468
H: -1.456 7.045 0.205
H: -2.266 5.473 -1.626
H: -0.915 3.824 -2.840
H: 0.543 4.602 -2.111
H: 0.817 5.128 -4.805
H: 1.617 6.258 -3.797
H: 0.515 6.742 -5.127
H: -1.751 4.507 0.533
H: -0.766 3.458 -0.217
C: 5.649 8.082 0.906
C: 4.375 8.445 0.292
C: 3.258 7.371 0.388
O: 2.937 7.172 1.776
C: 1.965 6.185 2.073
N: 3.868 9.690 0.738
H: 5.512 8.009 1.985
H: 6.511 8.709 0.679
H: 6.013 7.107 0.579
H: 4.599 8.450 -0.774
H: 3.738 6.479 -0.013
H: 2.494 7.597 -0.356
H: 1.193 6.222 1.304
H: 1.424 6.401 2.994
H: 2.551 5.266 2.085
H: 3.082 9.911 0.143
H: 3.424 9.562 1.636
C: 2.641 -4.486 -2.180
C: 2.611 -4.854 -0.657
O: 2.847 -3.686 0.064
O: 1.438 -5.122 -2.717
H: 3.623 -4.886 -2.433
H: 2.720 -3.422 -2.401
H: 3.442 -5.545 -0.518
H: 1.742 -5.402 -0.293
H: 2.065 -3.148 -0.083
H: 1.735 -5.919 -3.163
C: 3.340 1.789 -3.700
C: 4.434 2.391 -2.772
O: 4.034 2.188 -1.374
O: 2.978 0.551 -3.148
H: 3.795 1.559 -4.664
H: 2.471 2.410 -3.918
H: 4.586 3.455 -2.956
H: 5.448 2.009 -2.890
H: 4.822 2.367 -0.857
H: 3.023 0.922 -2.264

---

Which formula does entry 1 have?
C32H88N8O8

---

What is the formula in the second record?
C32H89F3N13O13S